Record 1
C17H22N2OS in the gas phase, computed with ωB97M-V/def2-TZVPD.

The geometry in XYZ format:
```
43
Properties=species:S:1:pos:R:3:forces:R:3:mulliken_charge:R:1
C 0.3499 3.1210 0.4650 -0.0282 -0.2177 -0.0244 -1.73
H 1.4346 3.1966 0.4957 0.0725 0.0641 0.0263 0.41
H 0.0061 3.5254 -0.4847 -0.0212 0.1306 -0.0780 0.40
H -0.0521 3.7267 1.2730 -0.0297 0.1269 0.0428 0.40
C -0.0566 1.6600 0.6091 0.1120 0.2120 0.1133 0.54
C -1.5164 1.3737 0.3910 0.0689 -0.1331 -0.0380 0.59
C -2.4828 2.3669 0.4808 0.0387 -0.0331 0.0075 -0.69
C -3.8167 2.0900 0.2463 -0.0871 0.0096 -0.0180 -1.00
C -4.2108 0.8071 -0.0821 0.0450 0.0545 0.0005 -0.64
C -3.2788 -0.2163 -0.1639 0.0539 -0.1518 0.1354 0.78
C -1.9348 0.0762 0.0770 -0.2313 0.2479 0.1041 0.08
N -0.9828 -0.9721 -0.0217 -0.3169 0.0389 -0.5109 -0.03
C -0.2003 -1.4114 0.9979 0.3498 -0.5016 0.1058 0.50
O -0.1885 -0.9153 2.1047 -0.0905 0.0035 0.1820 -0.64
C 0.7739 -2.5111 0.5739 -0.0021 0.0763 0.0385 -1.05
N 1.9768 -1.9343 -0.0076 0.0068 0.0890 -0.3110 -0.41
H 1.7222 -1.2915 -0.7546 0.0705 -0.1516 0.0470 0.34
C 2.8138 -1.2357 0.9651 -0.1344 0.0454 0.2273 -0.28
C 3.8525 -0.4187 0.2808 -0.0460 0.2051 -0.1650 0.29
C 5.2037 -0.5556 0.3127 -0.2649 -0.0654 0.0657 -0.70
C 5.8831 0.4162 -0.4590 0.0765 0.1814 -0.1323 -0.39
C 5.0377 1.2779 -1.0733 -0.2948 0.0325 -0.0457 -0.56
S 3.3925 0.9269 -0.7177 0.4136 -0.2509 0.2397 -0.06
H 5.2684 2.1031 -1.7171 0.1241 0.1547 -0.1321 0.42
H 6.9534 0.4640 -0.5500 0.1765 0.0447 -0.0397 0.38
H 5.7034 -1.3257 0.8724 0.0406 -0.1825 0.1279 0.40
H 3.3027 -1.9952 1.5841 0.0033 0.1430 0.0250 0.37
H 2.2183 -0.5878 1.6291 0.1218 -0.1458 -0.0206 0.23
H 0.3249 -3.1788 -0.1669 -0.0486 -0.0202 0.0939 0.41
H 1.0651 -3.0920 1.4511 -0.1594 0.0236 -0.0417 0.38
H -1.0470 -1.5515 -0.8459 0.1025 -0.0021 0.1470 0.22
C -3.7237 -1.6071 -0.5287 0.0075 0.0649 -0.1328 -1.04
H -4.7497 -1.7532 -0.1864 0.0455 -0.0268 0.0563 0.46
C -3.6764 -1.8231 -2.0437 -0.0700 -0.1214 0.2095 -1.06
H -3.9929 -2.8332 -2.2939 -0.0060 -0.0816 -0.1038 0.35
H -4.3393 -1.1192 -2.5415 -0.0143 0.0591 -0.0895 0.33
H -2.6725 -1.6694 -2.4359 0.0990 0.0204 -0.1012 0.33
H -3.0991 -2.3490 -0.0257 -0.0908 0.0144 0.0304 0.28
H -5.2532 0.5890 -0.2642 -0.1177 -0.0389 -0.0110 0.42
H -4.5511 2.8784 0.3196 -0.0614 0.0703 0.0094 0.39
H -2.1926 3.3740 0.7317 0.0686 0.1209 0.0139 0.31
H 0.2126 1.3064 1.6091 0.0518 -0.0481 -0.1313 0.23
H 0.5228 1.0672 -0.1055 -0.0339 -0.0612 0.0780 0.05
```
Positions in Å, forces in eV/Å.

As for the charge: 0. The energy relative to the best compared isomer or geometry (same formula, charge and spin) comes out at 24.7 kJ/mol. As for the spin multiplicity: 1. The HOMO-LUMO gap is 9.26 eV. The value obtained for the LUMO energy is 0.638 eV. As for the SMILES: CCc1cccc(CC)c1NC(=O)CNCc1cccs1.



Record 2
A molecular structure, C17H22N3O3ReS3 at a distorted geometry, computed with ωB97M-V/def2-TZVPD.

The geometry in XYZ format:
```
49
Properties=species:S:1:pos:R:3:forces:R:3:mulliken_charge:R:1
Re 0.4140 0.3806 0.1113 -4.2309 -1.7354 1.4447 1.52
N 1.3511 0.0598 2.0753 0.0632 -0.0965 -0.3012 -0.46
C 2.6829 -0.6096 1.9043 0.1919 -0.0501 -0.2691 -0.71
C 3.3091 -0.1315 0.6042 0.1554 0.0203 0.5992 -0.55
N 2.3094 -0.3824 -0.4756 0.2770 0.2973 -0.1444 -0.55
C 2.6435 0.2143 -1.8086 -0.1781 0.1484 -0.4557 -0.60
C 1.4444 -0.0065 -2.7217 0.3542 -0.0868 0.0012 -0.60
N 0.2302 0.5817 -2.0679 0.0959 0.1110 0.2110 -0.53
H 1.4708 0.9312 2.5920 -0.1733 0.1484 0.0266 0.28
H 0.7791 -0.5413 2.6673 -0.1485 0.1203 0.0578 0.35
H 2.5192 -1.6876 1.8601 -0.0201 0.0058 0.0706 0.36
H 3.3438 -0.4011 2.7442 -0.0648 -0.0078 0.0464 0.48
H 4.2510 -0.6494 0.4181 -0.0549 -0.0046 -0.1493 0.44
H 3.5163 0.9403 0.6439 -0.0078 -0.0020 -0.0959 0.37
H 2.2578 -1.3982 -0.6117 -0.1835 -0.0069 0.0609 0.46
H 3.5435 -0.2277 -2.2378 0.0252 -0.0294 0.1220 0.45
H 2.8329 1.2838 -1.6687 0.0495 -0.0333 0.0523 0.38
H 1.2736 -1.0747 -2.8660 -0.0702 0.0173 -0.0086 0.36
H 1.6214 0.4364 -3.7010 -0.0515 0.0116 0.0060 0.46
H -0.6066 0.1572 -2.4664 -0.0771 0.0212 0.0686 0.33
H 0.1696 1.5740 -2.3029 -0.0705 0.0102 -0.1277 0.34
O -0.5764 -1.2791 0.6048 1.3904 2.3688 -0.1463 -0.51
O -1.7072 -1.3875 -0.2409 0.0474 0.0114 -0.8315 -0.16
O -1.2506 1.4089 0.3862 2.9916 -1.3160 -1.3798 -0.46
C -2.0502 1.5404 1.5184 -0.9662 1.5368 1.7747 2.28
C -3.1085 2.6259 1.2923 -0.5845 -0.0655 -0.3785 -0.10
C -3.1081 3.5894 0.3169 0.2303 -0.5986 0.0686 -0.48
C -4.1567 4.5176 0.4629 -0.5448 0.1391 0.4404 -0.64
C -4.9340 4.2579 1.5607 0.1184 0.4465 -0.5561 -0.48
S -4.4228 2.8881 2.4151 0.6395 -0.4372 -0.3024 -0.01
C -2.7117 0.2084 1.8104 0.3025 0.0144 -0.3902 -0.73
C -3.2684 -0.3628 2.8781 0.1289 -0.0693 -0.0747 0.28
C -3.8852 -1.6766 2.6210 -0.0072 0.0422 -0.0228 -0.67
C -3.8051 -2.0792 1.3567 0.1015 -0.1360 -0.1356 -0.70
S -3.1228 -0.7917 0.3547 -0.3083 -0.2317 0.9583 0.31
C -1.1971 2.1212 2.6518 0.6331 -0.5241 0.3355 -0.17
C -0.1296 2.9673 2.4323 -0.3433 -0.5746 -0.2343 -0.63
C 0.4467 3.4504 3.6248 0.0517 -0.0119 0.5308 -0.82
C -0.1958 2.9816 4.7368 0.3422 0.2086 -0.0682 -0.45
S -1.4965 1.9569 4.3528 0.0223 -0.0296 -0.6427 -0.05
H -2.3925 3.6236 -0.4916 0.0537 0.0193 0.0087 0.42
H -4.3496 5.3388 -0.2106 0.0458 0.0149 0.0111 0.45
H -5.7880 4.8230 1.9016 -0.0231 -0.0714 0.0253 0.49
H -3.2786 0.0600 3.8728 0.0203 0.1101 -0.0222 0.61
H -4.3430 -2.2539 3.4137 -0.0631 -0.0295 -0.0457 0.51
H -4.1508 -2.9952 0.9005 -0.0493 0.0631 -0.1063 0.54
H 0.2015 3.2482 1.4416 -0.0475 0.2157 -0.0238 0.60
H 1.2854 4.1289 3.6730 -0.0161 0.0395 -0.0132 0.47
H 0.0358 3.1923 5.7699 -0.0475 0.0060 0.0053 0.54
```
Positions in Å, forces in eV/Å.

As for the charge: +3. The energy relative to the best compared isomer or geometry (same formula, charge and spin) comes out at 163.6 kJ/mol. As for the spin multiplicity: 2. The HOMO-LUMO gap (alpha / beta) is 3.50 / 3.95 eV. The value obtained for the LUMO energy (alpha / beta) is -12.553 / -12.111 eV. The expectation value of S² is 0.7607.



Record 3
A molecular structure, C17H22N3O7STa, computed with ωB97M-V/def2-TZVPD.

The geometry in XYZ format:
```
51
Properties=species:S:1:pos:R:3:forces:R:3:mulliken_charge:R:1
Ta 0.0136 0.0744 0.3938 -0.0322 -0.3784 0.2422 2.42
C -0.2367 -1.5996 2.2110 0.0622 -0.0260 -0.0508 -0.64
C 0.1544 -0.3903 2.8076 -0.0515 0.0135 -0.0042 -0.19
C -0.8793 0.5631 2.6120 0.0746 -0.0453 -0.1296 -0.48
C -1.9222 -0.0722 1.9057 0.1445 -0.0371 -0.2114 -0.34
C -1.5125 -1.4026 1.6359 -0.0401 0.0522 0.0476 -0.68
H 0.3425 -2.5076 2.1651 0.0092 0.0036 -0.0014 0.45
H 1.0883 -0.2068 3.3116 -0.0003 0.0003 -0.0059 0.51
H -0.8586 1.5912 2.9388 -0.0537 0.0155 -0.0280 0.47
H -2.8424 0.3857 1.5777 -0.0039 0.0414 0.0606 0.45
H -2.1046 -2.1680 1.1577 0.0107 0.0022 -0.0249 0.73
N -1.3810 -0.7706 -1.2558 -0.1389 -0.0292 -0.0559 -0.74
C -0.8187 -1.3567 -2.5212 0.0242 -0.0224 0.0475 -0.62
C 0.2196 -2.4502 -2.2567 0.0450 0.0336 -0.0404 -0.60
C 1.3811 -1.8965 -1.4732 -0.0691 -0.0518 0.0410 0.23
O 2.5070 -1.7391 -1.8709 -0.0680 -0.0423 -0.0519 -0.64
O 1.0245 -1.5042 -0.2400 -0.0722 0.3891 0.1306 -0.39
H -1.9791 -1.4837 -0.8463 0.0055 -0.0069 -0.0050 0.38
H -2.0289 -0.0282 -1.5211 0.0071 -0.0040 -0.0044 0.33
H -0.3861 -0.5458 -3.1041 -0.0030 0.0020 0.0132 0.24
H -1.6397 -1.7725 -3.1040 0.0064 -0.0055 0.0021 0.50
H 0.5724 -2.8327 -3.2125 0.0270 -0.0125 0.0191 0.42
H -0.2214 -3.2776 -1.6963 -0.0209 0.0051 -0.0057 0.31
O -0.4690 4.8060 -3.3968 -0.0486 0.0846 -0.0034 -0.48
C 0.5404 4.0367 -3.7655 0.0333 -0.0739 0.0080 0.40
O 1.2582 4.2806 -4.6889 -0.0002 0.0134 0.0005 -0.51
C 0.7999 2.7801 -2.9761 -0.0279 -0.0483 0.0067 0.37
C 1.8168 1.8950 -3.3074 0.0052 0.0263 -0.0185 -0.65
N 1.7971 0.8929 -2.4264 -0.0392 0.0242 0.0044 0.11
N 0.8165 1.0570 -1.5186 0.0412 -0.0833 -0.0484 0.41
C 0.2108 2.2021 -1.8553 0.0021 0.1022 0.0081 -0.23
C -0.9201 2.5821 -0.9805 0.0278 -0.0345 0.0433 0.63
O -1.6484 3.5114 -1.1633 0.0359 0.0454 -0.0021 -0.66
O -1.0383 1.7275 0.0464 0.0260 0.0084 0.0075 -0.57
H -0.9718 4.4756 -2.6292 0.0210 -0.0419 -0.0170 0.39
H 2.5298 1.9425 -4.1158 -0.0032 0.0092 -0.0075 0.59
H 2.3821 0.0594 -2.4008 0.0302 0.0202 0.0128 0.03
O 1.7190 0.9563 1.0914 0.0201 0.0112 0.0668 -0.83
S 3.1860 1.0691 0.5179 0.0529 0.0435 -0.0267 0.46
C 4.0531 -0.3373 1.2492 -0.0331 0.0077 -0.0221 -0.54
C 4.5084 0.1140 2.6311 0.0146 -0.0161 0.0042 -0.48
C 5.0146 1.5391 2.4381 0.0153 0.0208 -0.0045 -0.69
C 3.9361 2.2835 1.6481 -0.0401 -0.0341 0.0231 -0.63
H 4.8936 -0.5235 0.5755 0.0103 0.0182 0.0018 0.55
H 3.3808 -1.1927 1.1927 0.0004 0.0013 0.0047 0.20
H 5.2835 -0.5506 3.0096 -0.0036 -0.0004 0.0022 0.46
H 3.6761 0.0889 3.3377 0.0021 0.0052 -0.0004 0.12
H 5.9531 1.5343 1.8819 0.0002 0.0022 0.0028 0.34
H 5.1975 2.0532 3.3804 -0.0074 -0.0098 0.0053 0.38
H 4.2909 3.1292 1.0631 0.0062 -0.0112 -0.0205 0.46
H 3.1020 2.6017 2.2758 -0.0038 0.0126 -0.0159 0.27
```
Positions in Å, forces in eV/Å.

As for the charge: +2. The energy relative to the best compared isomer or geometry (same formula, charge and spin) comes out at 0.0 kJ/mol. As for the spin multiplicity: 1. The HOMO-LUMO gap is 8.37 eV. The value obtained for the LUMO energy is -7.358 eV.



Record 4
2 unconnected molecules or ions with the total composition C17H22N7O4 at a distorted geometry, computed with ωB97M-V/def2-TZVPD.

The geometry in XYZ format:
```
50
Properties=species:S:1:pos:R:3:forces:R:3:mulliken_charge:R:1
O -3.6363 6.2174 1.2705 0.0477 0.0644 -0.3145 -0.66
O 2.2375 2.8781 -1.0017 -0.5693 0.4450 -0.1031 -0.73
O -2.8845 4.7825 -2.3259 0.1828 -0.3293 0.5702 -0.70
O 2.4674 2.7603 1.2131 -0.3165 0.2058 0.4732 -0.77
N 3.0784 -0.5031 -0.0847 0.2759 0.8386 0.2472 -0.42
N 2.5374 -5.0751 0.0611 -0.7439 -3.2648 -0.5288 -0.52
N 1.3902 -1.4668 -1.5013 -0.8780 0.1925 -0.8513 -0.52
N 1.1339 -3.8131 -1.3746 0.0094 0.0736 0.0485 -0.56
C -2.9169 5.4072 1.8351 -0.9959 0.9760 0.3425 0.69
C 1.9038 3.1649 0.1683 1.1836 -0.6363 -0.2766 0.34
C -2.8617 4.3459 -1.1766 0.0706 1.0703 -0.8023 0.22
C 3.8895 -1.0046 0.8065 -1.4045 -0.5806 -1.3993 -0.31
C 2.0606 -6.1751 -0.4609 1.3563 1.9682 1.2504 -0.26
C 1.6874 -9.4927 -1.2351 -0.5672 1.5322 1.8914 -0.73
C 1.5314 -8.5710 -0.2272 0.7627 -1.9960 -2.0952 -0.15
C 0.8060 -2.6059 -1.8563 0.9240 0.3872 0.7545 -0.38
C 2.3450 -1.5491 -0.5898 -0.0237 1.4343 -0.3652 0.79
C 2.1041 -3.8734 -0.4616 -0.3926 0.1642 -0.4820 0.01
C 2.7346 -2.7310 -0.0245 0.6229 -0.2170 0.7603 0.66
N 3.7267 -2.3791 0.8724 0.8075 -0.8741 0.9659 -0.08
N -3.8404 3.5660 -0.6969 -0.4610 -0.6224 0.7398 -0.11
N -2.0417 4.6280 1.2064 0.6175 -0.9580 -0.9346 -0.22
C -3.0021 5.2340 3.3324 0.0890 0.0075 -0.0025 -1.22
C 2.5556 -7.4992 0.0349 -0.5340 -0.1915 0.2388 -0.39
C -5.0131 3.1411 -1.4562 0.6267 0.3090 -0.0532 -0.97
C 0.7357 4.1434 0.3538 -0.8662 -0.0003 -0.1182 -0.29
C -0.4941 3.7869 -0.5023 0.2253 0.3715 0.2331 -1.12
C -1.7006 4.7092 -0.2277 0.0180 -0.3420 0.2059 0.62
H 4.5880 -0.4187 1.3971 -0.1483 -0.3228 -0.0660 0.42
H 1.3465 -6.1840 -1.2793 -0.0657 0.2314 -0.0980 0.48
H 2.5592 -9.4900 -1.8835 -0.0535 0.0540 0.1369 0.25
H 0.9333 -10.2531 -1.4162 0.0863 0.1160 0.0107 0.26
H 0.6402 -8.6106 0.3952 0.1052 0.0861 -0.0696 0.31
H 0.0141 -2.5520 -2.5976 0.0742 -0.0588 0.0944 0.39
H 4.2343 -3.0128 1.4836 -0.3354 0.2459 -0.3593 0.20
H -3.7575 3.2837 0.2657 -0.0558 0.0078 -0.0593 0.24
H -1.4613 4.0238 1.7676 0.0574 0.0545 -0.0826 0.29
H -3.3189 4.2186 3.5597 0.0581 -0.1039 0.2014 0.30
H -2.0234 5.4245 3.7686 0.0440 -0.1201 0.1920 0.32
H -3.7248 5.9439 3.7309 0.0607 -0.0813 -0.0843 0.33
H 3.4946 -7.7313 -0.4759 -0.0598 -0.0572 -0.0410 0.25
H 2.7666 -7.4385 1.1067 0.0929 0.1434 -0.1225 0.29
H -4.7331 2.3421 -2.1445 -0.1609 -0.0083 -0.0756 0.29
H -5.3973 3.9840 -2.0345 0.0544 -0.0867 0.0356 0.30
H -5.7889 2.7863 -0.7778 0.1411 0.0348 0.0306 0.35
H 1.0627 5.1523 0.0915 0.0914 0.0573 -0.0170 0.27
H 0.4540 4.1524 1.4098 0.2506 0.0193 0.0470 0.19
H -0.7841 2.7556 -0.2943 -0.0371 -0.1624 -0.0929 0.37
H -0.2274 3.8650 -1.5569 -0.0693 -0.1252 0.0641 0.32
H -1.4106 5.7329 -0.4670 -0.1973 0.0484 -0.0393 0.34
```
Positions in Å, forces in eV/Å.

As for the charge: -1. As for the spin multiplicity: 1. The HOMO-LUMO gap is 5.68 eV. The value obtained for the LUMO energy is 1.692 eV.



Record 5
A gas-phase ion, C17H22NO3 (charge +1) at a distorted geometry, computed with ωB97M-V/def2-TZVPD.

The geometry in XYZ format:
```
43
Properties=species:S:1:pos:R:3:forces:R:3:mulliken_charge:R:1
O 2.2252 -0.7632 -1.9290 0.2021 0.4816 0.5194 -0.57
O -0.2417 3.6947 1.4268 0.3931 -1.1336 -0.0389 -0.41
O -0.8682 -1.4003 1.5164 0.8444 1.9008 -0.5463 -0.53
C 2.3082 3.3195 -1.1724 0.2003 0.2408 -0.4196 -0.75
C 1.4816 3.9174 -0.2077 0.0999 -1.5794 -0.4079 -0.61
C 0.6438 -1.0506 -0.1674 0.6603 0.1834 -1.0826 1.85
C 2.2210 1.9789 -1.4547 1.1507 0.9090 -0.6156 -0.99
C 1.4345 -0.2370 -0.9558 -0.1584 -1.8385 0.4206 0.53
C 0.5815 3.1115 0.4873 -0.0941 1.3973 0.5570 1.09
C -0.1478 -0.4887 0.8153 -0.4265 0.2940 0.2802 -0.21
C 1.4098 1.1471 -0.7010 -0.4365 0.6670 -0.0745 1.08
C 0.5487 1.6949 0.2948 1.1809 0.9590 -1.0243 -0.98
N -0.2198 0.8424 1.0169 -1.6017 -1.8761 1.9807 0.27
C 3.3338 -1.6192 -1.4679 -0.1674 0.6996 -0.4059 -0.80
C -0.6234 5.0496 1.2912 -0.4643 0.3950 0.0263 -0.94
C -1.0638 1.2791 2.1564 -1.0305 -0.2470 0.8910 -1.01
C -2.6904 -1.9407 -0.8582 1.5449 0.4546 -0.4178 -1.43
C -2.3303 -4.3602 -0.3261 0.5429 -0.3738 -0.5964 -1.49
C 0.3829 -2.5176 -0.2380 -0.1686 0.1579 0.3272 -1.57
C -2.1964 -2.9328 0.1837 -0.8522 -0.1220 0.7664 0.38
C -0.7914 -2.6320 0.7820 -0.3563 -2.2668 -0.7560 0.17
H 3.0390 3.9119 -1.7378 -0.4773 -0.1055 0.3326 0.39
H 1.5912 4.9684 -0.0243 -0.2511 0.2116 0.2080 0.35
H 2.8528 1.5843 -2.2567 -0.3682 -0.0995 0.4681 0.46
H 3.5418 -1.3677 -0.4276 0.2516 -0.0977 -0.1195 0.37
H 3.0394 -2.6452 -1.5687 -0.2009 -0.5606 0.0694 0.29
H 4.2123 -1.4594 -2.1280 -0.7097 0.2394 0.4907 0.26
H -0.9740 5.2111 0.2842 -0.4095 0.1199 -0.4076 0.44
H -1.4345 5.2376 2.0214 0.5362 -0.2182 -0.4557 0.26
H 0.1704 5.7737 1.4457 0.3429 -0.1306 0.3712 0.32
H -1.6666 0.4502 2.5992 0.8885 0.3339 -0.7359 0.31
H -0.4535 1.7031 2.9499 0.1679 -0.0471 -0.1475 0.38
H -1.7848 2.0350 1.8658 0.1925 -0.0059 -0.3141 0.32
H -3.6942 -2.1001 -1.2052 -0.4526 -0.4739 0.0125 0.50
H -2.6848 -0.9242 -0.4577 0.1740 0.0938 -0.1433 0.29
H -2.0175 -2.0056 -1.7506 -0.5552 0.3019 0.5034 0.25
H -3.3463 -4.5879 -0.6945 0.4054 0.2593 0.3477 0.40
H -2.0601 -5.0847 0.4447 -0.1090 -0.0295 -0.0231 0.41
H -1.6557 -4.5353 -1.1829 -0.1720 0.0262 0.2156 0.32
H 1.2744 -3.0964 0.0381 -0.3565 0.0251 0.1154 0.39
H 0.0926 -2.8271 -1.2439 -0.0467 0.0230 0.0514 0.36
H -2.8819 -2.8802 1.0521 0.3121 0.1770 -0.1865 0.31
H -0.5578 -3.4544 1.4846 -0.2252 0.6552 -0.0357 0.53
```
Positions in Å, forces in eV/Å.

As for the charge: +1. The energy relative to the best compared isomer or geometry (same formula, charge and spin) comes out at 129.1 kJ/mol. As for the spin multiplicity: 1. The HOMO-LUMO gap is 8.09 eV. The value obtained for the LUMO energy is -3.724 eV. As for the SMILES: COc1c2c([n+](C)c3c(OC)cccc13)O[C@@H](C(C)C)C2.